1.
{
  "formula": "C9H19NO3S",
  "method": "ωB97M-V with the def2-TZVPD basis set",
  "lumo_energy_ev": 0.3,
  "relative_energy_kcal_mol": 64.59,
  "multiplicity": 1,
  "homo_ha": -0.3251,
  "species": ["C", "C", "C", "C", "C", "C", "C", "C", "C", "N", "O", "O", "O", "S", "H", "H", "H", "H", "H", "H", "H", "H", "H", "H", "H", "H", "H", "H", "H", "H", "H", "H", "H"],
  "coordinates": [[-3.3625, 1.0391, -1.2815], [0.5764, 1.5109, 0.5620], [0.8315, 0.5870, -1.7456], [0.6296, -2.1878, -0.3759], [2.9235, -1.3594, 0.1146], [1.0471, -1.1298, 1.8470], [-3.2624, 1.0395, 1.4411], [1.1099, 0.3679, -0.2800], [1.4405, -1.0614, 0.3794], [1.9132, 1.4047, 0.4220], [-0.3297, 2.1780, 0.9685], [-2.6859, -1.2664, -0.3617], [2.9591, 2.1945, -0.0262], [-2.3329, 0.1456, -0.0331], [-3.1083, 0.5253, -2.1562], [-4.3724, 0.9137, -1.0985], [-0.1740, 0.3181, -2.0468], [1.6674, 0.1544, -2.3966], [0.8847, 1.6515, -1.9849], [-0.4534, -2.1392, -0.1265], [1.0046, -3.1646, -0.0483], [0.7707, -2.1088, -1.5194], [3.5341, -0.5213, 0.6109], [3.1402, -1.0814, -0.9658], [3.1370, -2.3274, 0.5416], [-0.0591, -0.9241, 2.0293], [1.2319, -2.0542, 2.3728], [1.7846, -0.5516, 2.5500], [-2.5323, 1.8212, 1.7412], [-4.3013, 1.3109, 0.9499], [-3.5005, 0.2675, 2.2579], [-3.0210, 2.1253, -1.2842], [2.9097, 2.3222, -1.0567]],
  "atomic_forces_ev_per_a": [[3.1, 1.9, 1.2], [0.4, 0.2, -0.3], [1.7, 0.0, -0.9], [-0.1, 0.8, -0.8], [0.2, 3.5, 0.1], [0.6, 1.4, 2.0], [-1.6, -2.0, -1.0], [0.1, -1.0, 2.0], [-1.1, -0.6, -2.0], [-0.4, -0.1, -0.3], [0.2, 0.1, 0.0], [-0.3, -0.1, 0.9], [0.3, 0.8, -2.4], [-1.3, 1.0, -0.1], [0.4, -0.4, -1.6], [-2.0, -0.2, 0.6], [0.1, -0.6, -0.1], [-1.4, 0.1, 0.7], [0.0, 0.3, 0.3], [0.6, 0.0, -0.4], [0.0, 0.2, -0.1], [-0.3, -0.2, 1.8], [-0.6, -1.4, -0.1], [-0.1, -1.5, 1.0], [0.6, -0.3, -0.6], [1.5, 0.2, -0.2], [-0.1, -1.2, -0.8], [-1.7, 0.1, -1.5], [-1.0, -0.4, -0.2], [2.3, 0.1, 1.4], [0.7, 1.2, -1.1], [-0.7, -1.3, -0.2], [-0.3, -0.4, 2.7]]
}

***

2.
{
  "formula": "C15H23CoI2OP2",
  "method": "ωB97M-V with the def2-TZVPD basis set",
  "lumo_energy_ev": [-6.6, -10.3],
  "relative_energy_kcal_mol": 12.69,
  "total_charge": 2,
  "s2": 6.07,
  "multiplicity": 5,
  "homo_ha": [-0.5417, -0.5291],
  "species": ["I", "I", "Co", "P", "C", "C", "H", "H", "H", "H", "H", "H", "C", "H", "H", "H", "P", "C", "C", "H", "H", "H", "C", "H", "H", "H", "H", "H", "H", "C", "O", "C", "C", "C", "C", "C", "C", "C", "C", "H", "H", "H", "H", "H"],
  "coordinates": [[-1.7662, -1.9325, -4.4415], [-0.0201, 2.6967, -0.9869], [-0.0116, 0.4248, -0.3259], [-2.0614, -0.0145, 0.0502], [-2.9797, -0.0938, -1.5186], [-2.6764, -1.4002, 1.0107], [-3.6983, -1.1857, 1.3146], [-3.8730, 1.0975, 1.1559], [-2.0399, -1.5166, 1.8828], [-2.2779, 1.5501, 1.8604], [-2.6568, -1.0026, -2.0833], [-2.6401, -2.3027, 0.4029], [-2.8419, 1.3791, 0.9356], [-4.0612, -0.1632, -1.2820], [-2.8010, 2.2982, 0.3082], [-2.7627, 0.7793, -2.1296], [2.1565, 0.0599, 0.1294], [3.2154, 0.0238, -1.3484], [2.8161, 1.4475, 1.0994], [2.0249, -1.5738, 1.8826], [3.7301, -1.2496, 1.3896], [2.6644, -2.2847, 0.3659], [2.7011, -1.4263, 1.0442], [2.2132, 1.5245, 2.0168], [3.8660, 1.2127, 1.3452], [4.2675, 0.0864, -1.0272], [2.9658, 0.8784, -2.0006], [2.7303, 2.3594, 0.5158], [3.0368, -0.9126, -1.8985], [0.2606, -0.1989, -1.9068], [0.5944, -0.5721, -2.9663], [-0.0459, 0.0452, 1.4743], [-0.0057, -0.0515, 2.7246], [0.0045, -0.0128, 4.1313], [-1.0477, 0.6316, 4.8507], [-1.0434, 0.6477, 6.2390], [0.0085, 0.0521, 6.9503], [1.0645, -0.5585, 6.2609], [1.0714, -0.5881, 4.8661], [-1.8559, 1.1008, 4.2874], [-1.8537, 1.1405, 6.7726], [-0.0002, 0.0589, 8.0428], [1.8916, -1.0062, 6.8172], [1.9000, -1.0461, 4.3291]],
  "atomic_forces_ev_per_a": [[0.0, -0.3, -0.4], [0.1, 0.9, -0.3], [1.1, 1.4, 2.2], [-3.1, 0.1, -0.4], [0.0, -0.9, 0.1], [0.5, -0.4, -0.1], [-0.1, -0.1, -0.1], [0.1, 0.1, 0.0], [-0.2, -0.2, 0.1], [-0.3, 0.1, -0.2], [-0.4, 0.7, 0.5], [0.0, -0.1, 0.1], [0.7, 0.6, -0.3], [0.5, 0.1, -0.2], [-0.1, -0.7, 0.5], [-0.1, 0.1, 0.0], [1.6, -0.1, 0.0], [-0.2, 0.1, -0.3], [-0.2, -0.5, 0.3], [0.2, -0.2, 0.0], [-0.3, -0.1, -0.1], [0.0, 0.0, 0.2], [-0.3, 0.3, -0.3], [0.4, 0.2, -0.2], [-0.4, 0.2, -0.1], [-0.4, -0.1, -0.2], [0.2, -0.3, 0.2], [0.1, 0.1, 0.1], [0.2, 0.3, 0.1], [1.7, -3.1, -6.2], [-1.4, 1.6, 4.1], [0.2, -0.3, 2.2], [-0.1, 0.5, -0.5], [-0.1, 0.0, -0.5], [-0.3, 0.2, 0.6], [-0.3, 0.3, -0.8], [-0.1, -0.1, 0.0], [0.5, -0.2, -0.9], [0.4, -0.4, 1.1], [0.2, -0.1, 0.2], [0.2, -0.1, -0.1], [0.0, 0.0, -0.4], [-0.3, 0.2, -0.2], [-0.2, 0.0, 0.2]]
}

***

3.
{
  "formula": "B5CaH20",
  "method": "ωB97M-V with the def2-TZVPD basis set",
  "lumo_energy_ev": 8.1,
  "relative_energy_kcal_mol": 140.41,
  "total_charge": -3,
  "multiplicity": 1,
  "homo_ha": 0.0496,
  "species": ["Ca", "B", "H", "H", "H", "H", "B", "H", "H", "H", "H", "B", "H", "H", "H", "H", "B", "H", "H", "H", "H", "B", "H", "H", "H", "H"],
  "coordinates": [[-0.1139, 0.0371, 0.0876], [-1.0141, -0.4295, 2.3931], [-0.4217, -1.1370, 1.8339], [-2.0686, -0.4859, 2.1717], [-0.8690, -0.6611, 3.4369], [-0.7113, 0.5656, 2.1062], [1.3754, -0.9090, -1.8334], [2.0351, -0.2066, -1.3479], [1.2626, -1.8042, -1.2416], [0.4173, -0.4506, -2.0238], [1.7555, -1.2214, -2.7936], [1.9245, 0.8648, 1.4639], [1.5529, -0.0865, 1.8118], [2.9951, 0.8582, 1.5980], [1.7305, 0.9996, 0.4111], [1.5017, 1.6980, 2.0036], [-1.6583, -1.6299, -1.0800], [-1.4290, -1.6208, -2.1343], [-0.7781, -1.8818, -0.5089], [-2.0481, -0.6669, -0.7889], [-2.3944, -2.3881, -0.8621], [-0.5719, 2.1294, -0.9271], [-1.4620, 1.5197, -0.9360], [-0.2603, 2.1006, 0.1056], [0.0616, 1.6817, -1.6771], [-0.8117, 3.1244, -1.2687]],
  "atomic_forces_ev_per_a": [[0.7, -0.7, -0.5], [-0.6, -0.1, 0.5], [1.9, -3.0, -1.9], [-4.3, -0.6, -1.0], [0.7, -0.6, 4.3], [1.2, 3.8, -0.4], [0.5, 0.1, -0.2], [2.7, 2.6, 1.7], [-0.4, -3.4, 2.5], [-3.3, 1.5, -0.8], [1.8, -1.2, -4.1], [0.5, 0.2, 0.2], [-1.4, -3.6, 1.4], [4.6, 0.0, 0.5], [-0.2, 0.7, -3.6], [-1.8, 3.2, 2.3], [-0.6, -0.6, -0.3], [0.8, -0.1, -4.1], [3.0, -1.3, 1.9], [-1.7, 3.6, 1.1], [-3.3, -3.1, 1.0], [-0.3, 1.2, -0.4], [-3.9, -2.1, -0.3], [1.6, 0.7, 3.5], [2.8, -1.6, -2.3], [-1.1, 4.2, -1.1]]
}

***

4.
{
  "formula": "C38H22F9N2O6PTi",
  "method": "ωB97M-V with the def2-TZVPD basis set",
  "lumo_energy_ev": [-0.9, -0.9],
  "relative_energy_kcal_mol": 0.00,
  "multiplicity": 1,
  "homo_ha": [-0.2446, -0.2443],
  "species": ["Ti", "O", "C", "O", "C", "C", "C", "C", "C", "N", "C", "O", "O", "H", "H", "H", "H", "O", "C", "O", "C", "C", "C", "C", "C", "C", "C", "C", "C", "N", "H", "H", "H", "H", "H", "H", "F", "C", "F", "F", "C", "C", "C", "C", "C", "C", "P", "C", "C", "C", "C", "C", "C", "C", "F", "F", "F", "C", "C", "C", "C", "C", "C", "C", "F", "F", "F", "H", "H", "H", "H", "H", "H", "H", "H", "H", "H", "H", "H"],
  "coordinates": [[-0.4180, -0.1443, 1.4249], [-4.2549, -1.0048, 0.1233], [-2.9440, -1.0603, 0.4112], [-2.3826, -0.0841, 1.0413], [-2.1223, -2.1139, 0.0562], [-2.4048, -3.3365, -0.6214], [-1.3965, -4.2086, -0.8666], [-0.0591, -3.8755, -0.4540], [0.1636, -2.7084, 0.1842], [-0.8404, -1.8165, 0.4818], [1.4825, -2.1712, 0.6546], [2.5362, -2.7397, 0.5425], [1.3152, -0.9640, 1.1990], [-4.5997, -0.1838, 0.4979], [-3.4225, -3.5399, -0.9274], [-1.5838, -5.1415, -1.3795], [0.7784, -4.5305, -0.6545], [1.0540, 2.5263, 3.9330], [0.3908, 1.6279, 3.4679], [-0.2506, 1.6410, 2.3355], [0.2726, 0.3035, 4.2120], [0.8130, 0.1572, 5.4992], [0.6893, -1.0505, 6.1168], [0.0109, -2.1080, 5.4700], [-0.1668, -3.3776, 6.0701], [-0.8444, -4.3620, 5.4139], [-1.3855, -4.1170, 4.1323], [-1.2262, -2.9055, 3.5245], [-0.5119, -1.8772, 4.1793], [-0.3433, -0.6633, 3.5662], [1.3160, 1.0042, 5.9415], [1.1001, -1.2163, 7.1055], [0.2444, -3.5493, 7.0570], [-0.9763, -5.3318, 5.8746], [-1.9350, -4.8998, 3.6263], [-1.6455, -2.7102, 2.5481], [-3.3834, 6.0937, -3.3303], [-3.9704, 4.9694, -2.8797], [-4.6719, 4.4600, -3.9094], [-4.8525, 5.3327, -1.9370], [-2.9542, 3.9865, -2.3665], [-2.8383, 3.7295, -1.0119], [-1.8849, 2.8233, -0.5658], [-1.0459, 2.1870, -1.4739], [-1.1637, 2.4643, -2.8360], [-2.1176, 3.3584, -3.2833], [0.2165, 1.0615, -0.7991], [1.7431, 2.0511, -0.8454], [2.2407, 2.5678, 0.3450], [3.3735, 3.3716, 0.3358], [4.0000, 3.6563, -0.8643], [3.5077, 3.1486, -2.0618], [2.3798, 2.3511, -2.0509], [5.2510, 4.4913, -0.8919], [6.3514, 3.7220, -1.0024], [5.3961, 5.2299, 0.2176], [5.2619, 5.3346, -1.9403], [0.4409, -0.2330, -2.0539], [1.6848, -0.8394, -2.2131], [1.8191, -1.9612, -3.0173], [0.7058, -2.4838, -3.6550], [-0.5402, -1.8895, -3.5025], [-0.6721, -0.7699, -2.7015], [0.8440, -3.7001, -4.5270], [-0.2726, -4.4510, -4.5197], [1.0801, -3.3680, -5.8116], [1.8571, -4.4890, -4.1344], [-3.4895, 4.2267, -0.3070], [-1.7906, 2.6186, 0.4938], [-0.5161, 1.9714, -3.5509], [-2.2177, 3.5695, -4.3399], [1.7394, 2.3649, 1.2827], [3.7560, 3.7758, 1.2625], [4.0034, 3.3835, -2.9943], [1.9998, 1.9529, -2.9834], [2.5510, -0.4569, -1.6888], [2.7820, -2.4431, -3.1158], [-1.4071, -2.3149, -3.9898], [-1.6498, -0.3223, -2.5684]],
  "atomic_forces_ev_per_a": [[0.1, -0.2, -0.4], [0.0, 0.0, 0.0], [0.1, 0.0, 0.0], [0.0, 0.1, 0.1], [-0.1, 0.1, 0.1], [0.0, 0.0, 0.0], [0.0, 0.0, 0.0], [0.0, 0.0, 0.0], [0.0, 0.0, 0.0], [0.1, 0.0, 0.0], [0.0, 0.0, 0.0], [0.0, 0.0, 0.0], [-0.1, 0.1, 0.1], [0.0, 0.0, 0.0], [0.0, 0.0, 0.0], [0.0, 0.0, 0.0], [0.0, 0.0, 0.0], [-0.1, 0.0, 0.0], [0.0, 0.1, 0.1], [0.1, -0.1, 0.0], [0.0, 0.0, 0.0], [0.0, 0.0, 0.0], [0.0, 0.0, 0.0], [0.0, 0.0, 0.0], [0.0, 0.0, 0.0], [0.0, 0.0, 0.0], [0.0, 0.0, 0.0], [0.0, 0.0, 0.0], [0.0, 0.0, 0.0], [0.0, -0.1, 0.1], [0.0, 0.0, 0.0], [0.0, 0.0, 0.0], [0.0, 0.0, 0.0], [0.0, 0.0, 0.0], [0.0, 0.0, 0.0], [0.0, 0.0, 0.0], [0.0, 0.0, 0.0], [0.0, 0.0, 0.0], [0.0, 0.0, 0.0], [0.0, 0.0, 0.0], [0.0, 0.0, 0.0], [0.0, 0.0, 0.0], [0.0, 0.0, 0.0], [0.0, 0.0, 0.0], [0.0, 0.0, 0.0], [0.0, 0.0, 0.0], [-0.1, 0.0, 0.1], [0.0, 0.0, 0.0], [0.0, 0.0, 0.0], [0.0, 0.0, 0.0], [0.0, 0.0, 0.0], [0.0, 0.0, 0.0], [0.0, 0.0, 0.0], [0.0, 0.0, 0.0], [0.0, 0.0, 0.0], [0.0, 0.0, 0.0], [0.0, 0.0, 0.0], [0.1, 0.0, 0.0], [0.0, 0.0, 0.0], [0.0, 0.0, 0.0], [0.0, 0.0, 0.0], [0.0, 0.0, 0.0], [0.0, 0.0, 0.0], [0.0, 0.0, 0.0], [0.0, 0.0, 0.0], [0.0, 0.0, 0.0], [0.0, 0.0, 0.0], [0.0, 0.0, 0.0], [0.0, 0.0, 0.0], [0.0, 0.0, 0.0], [0.0, 0.0, 0.0], [0.0, 0.0, 0.0], [0.0, 0.0, 0.0], [0.0, 0.0, 0.0], [0.0, 0.0, 0.0], [0.0, 0.0, 0.0], [0.0, 0.0, 0.0], [0.0, 0.0, 0.0], [0.0, 0.0, 0.0]]
}